[1]
DFT (ωB97M-V with the def2-TZVPD basis set) results for a 12-piece molecular cluster, C24H48O48S12 overall.

Geometry as XYZ:
```
132
Properties=species:S:1:pos:R:3:lowdin_charge:R:1
O -5.39200 -8.27693 4.24758 -0.25
S -4.43788 -7.68448 5.18532 0.77
O -3.73396 -6.51167 4.72013 -0.24
O -5.04872 -7.36697 6.70220 -0.20
C -4.59466 -8.27859 7.67673 -0.20
C -3.93324 -9.47165 6.96374 -0.20
O -3.35740 -8.84261 5.86278 -0.22
H -3.85583 -7.71557 8.24702 0.13
H -5.34418 -8.68149 8.35791 0.13
H -4.74503 -10.04147 6.51160 0.12
H -3.22313 -10.07441 7.52987 0.14
O -3.40481 -10.05798 -4.52098 -0.27
S -3.41000 -9.75746 -3.06566 0.79
O -4.20301 -10.64939 -2.19589 -0.26
O -1.89558 -9.36221 -2.42968 -0.21
C -1.90641 -8.06386 -1.88316 -0.22
C -2.87515 -7.22967 -2.60216 -0.18
O -3.92229 -8.17871 -2.81978 -0.22
H -2.18870 -8.27246 -0.85122 0.15
H -0.91828 -7.68376 -2.14244 0.14
H -2.54277 -6.76295 -3.52941 0.14
H -3.32505 -6.47060 -1.96224 0.14
O 8.10628 0.58953 3.14097 -0.26
S 7.21823 1.54029 3.88474 0.77
O 5.78050 1.37051 3.92384 -0.24
O 7.72607 1.78369 5.46478 -0.20
C 8.64795 2.88690 5.56068 -0.17
C 8.64791 3.58629 4.24685 -0.21
O 7.54301 3.12214 3.49911 -0.22
H 8.29181 3.51798 6.37493 0.13
H 9.67985 2.64039 5.81073 0.13
H 9.42715 3.42173 3.50267 0.13
H 8.58884 4.67464 4.25726 0.14
O -0.80082 6.37398 -8.23456 -0.24
S 0.18391 6.81244 -7.25011 0.75
O 0.15465 8.16168 -6.64278 -0.25
O 0.40571 5.74998 -6.02066 -0.21
C 1.38251 4.79881 -6.35540 -0.17
C 2.37026 5.70743 -7.08352 -0.24
O 1.66628 6.51471 -7.93210 -0.18
H 1.84216 4.34659 -5.47659 0.14
H 0.85610 4.05160 -6.94926 0.13
H 3.11328 5.08919 -7.58732 0.14
H 2.91772 6.39526 -6.43912 0.14
O 0.32555 7.07860 9.38384 -0.24
S 0.13672 7.10250 7.93450 0.76
O -1.06076 7.54638 7.25148 -0.24
O 1.47015 7.80865 7.23006 -0.19
C 2.42726 6.82752 6.98640 -0.22
C 1.64568 5.58561 6.51998 -0.20
O 0.41759 5.59620 7.21134 -0.20
H 3.01990 7.12154 6.12012 0.13
H 3.09683 6.64907 7.82779 0.13
H 2.33027 4.77218 6.76033 0.13
H 1.42385 5.62438 5.45350 0.13
O 3.93636 10.53458 -1.61789 -0.23
S 4.74543 9.45307 -2.07647 0.74
O 5.49118 9.72494 -3.32806 -0.26
O 5.85514 9.11902 -0.88017 -0.20
C 5.48377 7.93921 -0.19860 -0.20
C 4.56257 7.07776 -1.07128 -0.18
O 3.98380 7.96426 -2.02339 -0.19
H 6.46322 7.58578 0.12370 0.14
H 4.84657 8.21941 0.64017 0.12
H 3.75990 6.56179 -0.54439 0.13
H 5.24600 6.32298 -1.46029 0.12
O 7.83899 -1.22958 -4.21800 -0.23
S 7.39015 -2.59268 -4.14905 0.73
O 6.90039 -3.22143 -2.93323 -0.23
O 6.28167 -2.77937 -5.35406 -0.20
C 7.02670 -2.85025 -6.59322 -0.19
C 8.32512 -3.62602 -6.35899 -0.15
O 8.49540 -3.62285 -4.92003 -0.22
H 6.40862 -3.22437 -7.40937 0.13
H 7.21679 -1.88158 -7.05546 0.12
H 9.21577 -3.08449 -6.67775 0.13
H 8.24784 -4.59676 -6.84868 0.13
O 0.27754 1.38994 0.42064 -0.24
S -0.75382 0.62195 -0.23515 0.74
O -1.99528 1.24292 -0.58378 -0.23
O -0.02882 -0.06025 -1.60368 -0.21
C 0.16732 -1.47441 -1.47868 -0.15
C -0.20524 -1.81320 -0.01266 -0.24
O -0.93240 -0.83972 0.57125 -0.19
H -0.25930 -2.01404 -2.32421 0.13
H 1.24598 -1.61610 -1.54579 0.12
H 0.66518 -1.80302 0.64336 0.13
H -0.81950 -2.70496 0.11216 0.14
O 2.28449 -5.78209 5.89238 -0.24
S 3.27233 -6.79085 6.19151 0.74
O 3.68093 -7.67699 5.08591 -0.25
O 4.62635 -6.05507 6.80102 -0.24
C 4.63049 -5.88247 8.21160 -0.17
C 4.14289 -7.24427 8.58418 -0.17
O 3.08227 -7.56021 7.66183 -0.21
H 5.59486 -5.55296 8.59827 0.14
H 3.96745 -5.02813 8.34783 0.13
H 3.82630 -7.31646 9.62468 0.13
H 4.85331 -8.05170 8.40681 0.13
O -8.21496 3.23476 -7.52387 -0.23
S -7.45066 3.91389 -6.50583 0.72
O -7.22819 5.36468 -6.62235 -0.25
O -7.92432 3.48335 -4.97520 -0.21
C -6.88348 2.96438 -4.15387 -0.17
C -5.62866 3.12207 -4.97761 -0.17
O -6.01829 3.14054 -6.35602 -0.21
H -6.87494 3.52706 -3.22037 0.13
H -7.11804 1.92347 -3.93117 0.13
H -4.97791 2.25620 -4.85561 0.13
H -5.04378 4.03819 -4.89560 0.13
O -8.97853 7.43489 2.78131 -0.26
S -8.89553 6.15043 3.57163 0.72
O -10.08449 5.49172 4.03604 -0.23
O -7.80066 5.15999 2.93000 -0.20
C -7.01649 4.54502 3.93292 -0.16
C -6.83698 5.68758 4.93081 -0.23
O -7.99472 6.37281 4.89656 -0.19
H -7.59442 3.73578 4.37928 0.13
H -6.20169 4.00870 3.44654 0.14
H -6.24939 6.54121 4.59295 0.14
H -6.41843 5.28503 5.85324 0.14
O -5.50185 -2.80906 -9.07603 -0.24
S -4.79219 -3.40569 -7.97375 0.77
O -3.62307 -2.64183 -7.45568 -0.25
O -5.83764 -4.02416 -6.78120 -0.22
C -6.59060 -5.16299 -7.21400 -0.18
C -5.64486 -5.83510 -8.19881 -0.16
O -4.46611 -4.98099 -8.41425 -0.22
H -6.82396 -5.83611 -6.38906 0.13
H -7.49620 -4.95421 -7.78356 0.12
H -6.23866 -6.13981 -9.06058 0.13
H -5.31934 -6.78669 -7.77858 0.12
```

SMILES	O=S1(=O)OCCO1.O=S1(=O)OCCO1.O=S1(=O)OCCO1.O=S1(=O)OCCO1.O=S1(=O)OCCO1.O=S1(=O)OCCO1.O=S1(=O)OCCO1.O=S1(=O)OCCO1.O=S1(=O)OCCO1.O=S1(=O)OCCO1.O=S1(=O)OCCO1.O=S1(=O)OCCO1
charge	0
molecular weight	1489.40	g mol⁻¹
E_LUMO	-0.4	eV
HOMO level	-10.8906	eV
energy above the lowest of the compared OMol25 structures with the same formula, charge and spin	1066.1	kJ/mol

[2]
DFT (ωB97M-V with the def2-TZVPD basis set) results for a 6-piece molecular cluster, C24H49BN6O8 overall.

Geometry as XYZ:
```
88
Properties=species:S:1:pos:R:3:lowdin_charge:R:1
O -1.08808 3.09432 2.52597 -0.11
C -1.64836 3.85003 1.41761 -0.19
C -1.00414 5.33783 1.36674 -0.16
O -0.78897 5.71877 2.74077 -0.15
C -0.16414 7.00631 2.86129 -0.23
O -0.54265 7.94925 1.84962 -0.15
C -1.57692 8.86025 2.29738 -0.18
B -3.02628 8.55055 1.62814 -0.04
C -4.19425 7.70203 2.34005 -0.11
C -5.60701 7.58667 1.76561 -0.02
C -6.63107 6.73724 2.46485 -0.14
N -6.56630 5.99042 3.65979 0.04
C -5.25698 6.14359 4.16344 -0.14
C -4.06738 6.89127 3.63129 -0.01
H -1.81215 2.91623 3.16401 0.09
H -1.59220 3.31045 0.42071 0.11
H -2.76559 4.01866 1.62858 0.13
H -1.77490 5.97548 0.81782 0.13
H -0.00935 5.33449 0.81626 0.14
H -0.35259 7.36188 3.92978 0.14
H 0.97948 6.88895 2.77527 0.15
H -1.68650 8.94607 3.42654 0.11
H -1.26496 9.90747 1.92968 0.12
H -3.23139 8.93575 0.52376 0.07
H -5.87737 8.14014 0.81313 0.10
H -7.65283 6.67609 1.94612 0.10
H -5.08501 5.59343 5.15576 0.10
H -3.07721 6.85814 4.18365 0.10
C -0.65041 -2.15590 -0.38285 -0.08
N -1.18433 -0.92368 -0.92724 0.01
C -1.62802 0.16910 -0.24905 -0.54
C -1.57145 0.12643 1.25476 -0.01
O -2.05395 1.14242 -0.85983 0.01
H 0.36162 -2.29113 -0.76694 0.07
H -1.27473 -2.98192 -0.72470 0.08
H -0.62510 -2.14955 0.70485 0.07
H -1.24995 -0.82919 -1.93072 0.14
H -1.95456 1.06052 1.65971 0.05
H -2.18902 -0.69342 1.62881 0.09
H -0.53835 0.00329 1.58609 0.09
C 3.11928 -5.08293 -4.16496 -0.07
N 2.12224 -5.07260 -3.11528 0.01
C 0.98493 -4.32931 -3.04450 -0.54
C 0.69418 -3.38838 -4.18295 -0.01
O 0.23915 -4.43862 -2.07825 0.00
H 3.18670 -6.09745 -4.56511 0.08
H 4.08050 -4.80562 -3.72620 0.07
H 2.87920 -4.39356 -4.97110 0.07
H 2.25550 -5.68037 -2.31999 0.14
H -0.24108 -2.86291 -3.99309 0.07
H 1.49475 -2.65055 -4.27146 0.09
H 0.59272 -3.94901 -5.11420 0.08
C -2.90818 -4.95720 -9.00992 -0.08
N -2.54495 -3.88679 -8.10590 0.00
C -2.45225 -3.93053 -6.74674 -0.55
C -2.75869 -5.23906 -6.06817 -0.01
O -2.12992 -2.93113 -6.12162 0.02
H -2.08073 -5.11824 -9.70465 0.08
H -3.79225 -4.64895 -9.57263 0.08
H -3.12228 -5.88525 -8.48535 0.07
H -2.32661 -2.98096 -8.49516 0.14
H -2.64447 -5.12536 -4.99051 0.09
H -3.78803 -5.53736 -6.27820 0.09
H -2.06511 -6.00996 -6.41113 0.08
C 4.17236 -1.70496 0.78234 -0.08
N 4.60663 -2.31195 -0.45910 0.01
C 5.11155 -3.56153 -0.65112 -0.55
C 5.24986 -4.45039 0.55484 -0.01
O 5.43414 -3.92638 -1.77556 0.01
H 3.11996 -1.42691 0.67857 0.08
H 4.76698 -0.80294 0.95013 0.08
H 4.28568 -2.37468 1.63610 0.03
H 4.54115 -1.77026 -1.30880 0.14
H 5.66377 -5.41196 0.25183 0.08
H 5.92605 -3.99467 1.28017 0.08
H 4.27165 -4.62075 1.00831 0.09
C 3.24041 -0.95956 5.98229 -0.07
N 3.67480 -1.56495 4.74105 0.01
C 4.18096 -2.81410 4.54923 -0.52
C 4.31998 -3.70309 5.75546 -0.01
O 4.50483 -3.18018 3.42618 0.01
H 2.18886 -0.68241 5.88155 0.09
H 3.83282 -0.05795 6.15236 0.09
H 3.35543 -1.62996 6.83053 0.07
H 3.60846 -1.02219 3.89191 0.14
H 4.73483 -4.66398 5.45314 0.09
H 4.99638 -3.24616 6.48083 0.09
H 3.34127 -3.87479 6.20832 0.09
```

SMILES	OCCOCOCBc1ccncc1.CNC(C)=O.CNC(C)=O.CNC(C)=O.CNC(C)=O.CNC(C)=O
charge	0
molecular weight	560.50	g mol⁻¹
E_LUMO	-1.0	eV
HOMO level	-8.8635	eV